## a
Formula: C2HN5O
Source: the OMol25 dataset
Level of theory: ωB97M-V/def2-TZVPD

Element x y z (Å)
O1 -2.247 0.346 1.084
C1 -1.215 0.225 0.374
N1 -0.589 1.312 -0.224
N2 0.744 1.237 -0.374
C2 1.296 0.083 0.337
N3 1.087 -1.119 -0.400
N4 -0.110 -1.381 -1.045
N5 -1.143 -0.869 -0.550
H1 2.177 0.167 0.798

Summary:
LUMO energy = -2.60 eV
Frontier orbital gap = 8.006 eV
Highest occupied orbital energy = -10.60 eV
SMILES string = O=c1nncnnn1

Charges per atom according to natural (NBO) partitioning, unit e:
1 O -0.45
2 C 0.59
3 N -0.12
4 N -0.08
5 C 0.19
6 N -0.22
7 N 0.08
8 N -0.19
9 H 0.20



## b
Formula: C2HN5O
Source: the OMol25 dataset
Level of theory: ωB97M-V/def2-TZVPD

Element x y z (Å)
O1 1.985 -0.144 0.747
C1 0.965 0.047 0.080
N1 0.496 -1.124 -0.640
N2 -0.671 -1.493 -0.370
C2 -1.422 -0.580 0.384
N3 -1.292 0.702 0.604
N4 -0.628 1.478 -0.331
N5 0.547 1.196 -0.644
H1 -2.300 -0.962 0.909

Summary:
LUMO energy = -2.07 eV
Frontier orbital gap = 8.392 eV
Highest occupied orbital energy = -10.46 eV
SMILES string = O=c1nncnnn1

Charges per atom according to natural (NBO) partitioning, unit e:
1 O -0.45
2 C 0.63
3 N -0.08
4 N -0.15
5 C 0.18
6 N -0.28
7 N 0.08
8 N -0.16
9 H 0.22



Most stable: b (next structure +33.7 kcal/mol)



## a
Formula: C4H8O3S
Source: the OMol25 dataset
Level of theory: ωB97M-V/def2-TZVPD

Element x y z (Å)
O1 -1.915 -1.141 -0.208
C1 -1.191 -0.021 -0.056
C2 -0.073 0.102 -1.087
O2 0.352 1.434 -1.033
C3 0.721 -0.852 -0.176
S1 2.532 -0.666 -0.042
C4 -0.153 -0.229 0.980
O3 0.347 0.964 1.447
H1 -2.574 -1.006 0.597
H2 -1.789 0.971 0.232
H3 -0.310 -0.270 -2.154
H4 1.355 1.414 -1.172
H5 0.546 -1.923 -0.618
H6 2.226 0.486 0.791
H7 -0.496 -0.810 1.896
H8 0.422 1.546 0.605

Summary:
LUMO energy = 0.64 eV
Frontier orbital gap = 9.860 eV
Highest occupied orbital energy = -9.22 eV
SMILES string = O[C@@H]1[C@@H](O)[C@@H](S)[C@H]1O

Charges per atom according to natural (NBO) partitioning, unit e:
1 O -0.68
2 C 0.05
3 C 0.05
4 O -0.71
5 C -0.40
6 S -0.08
7 C 0.07
8 O -0.72
9 H 0.48
10 H 0.16
11 H 0.18
12 H 0.49
13 H 0.27
14 H 0.17
15 H 0.18
16 H 0.49



## b
Formula: C4H8O3S
Source: the OMol25 dataset
Level of theory: ωB97M-V/def2-TZVPD

Element x y z (Å)
C1 -2.344 -1.792 -1.178
C2 -2.110 -0.506 -1.144
C3 -1.976 0.724 -0.770
C4 2.421 0.007 1.573
O1 3.431 1.536 -0.447
O2 1.444 0.974 -1.902
O3 2.153 -0.395 0.262
S1 2.833 0.372 -1.098
H1 -2.809 -2.245 -1.971
H2 -2.074 -2.400 -0.338
H3 -2.815 1.301 -0.561
H4 -1.027 1.323 -1.003
H5 0.736 0.366 -2.058
H6 1.622 -0.325 2.192
H7 2.479 1.099 1.699
H8 3.335 -0.391 2.057

Summary:
LUMO energy = 0.71 eV
Frontier orbital gap = 10.623 eV
Highest occupied orbital energy = -9.91 eV

Charges per atom according to natural (NBO) partitioning, unit e:
1 C -0.49
2 C 0.09
3 C -0.49
4 C -0.26
5 O -0.90
6 O -0.91
7 O -0.73
8 S 1.74
9 H 0.21
10 H 0.22
11 H 0.22
12 H 0.22
13 H 0.50
14 H 0.19
15 H 0.20
16 H 0.18



Most stable: a (next structure +24.3 kcal/mol)



## a
Formula: C5H7PS
Source: the OMol25 dataset
Level of theory: ωB97M-V/def2-TZVPD

Element x y z (Å)
C1 1.472 0.830 -1.199
P1 -0.215 0.207 -0.847
S1 -1.602 0.396 -2.282
C2 -0.039 -1.387 -0.006
C3 -0.446 -1.355 1.256
C4 -0.958 -0.042 1.689
C5 -0.965 0.921 0.707
H1 1.573 1.910 -1.237
H2 2.326 0.367 -0.664
H3 1.682 0.481 -2.213
H4 0.237 -2.276 -0.529
H5 -0.660 -2.140 1.969
H6 -1.028 0.133 2.761
H7 -1.378 1.955 0.595

Summary:
LUMO energy = -0.26 eV
Frontier orbital gap = 8.011 eV
Highest occupied orbital energy = -8.27 eV
SMILES string = CP1(=S)C=CC=C1

Charges per atom according to natural (NBO) partitioning, unit e:
1 C -0.98
2 P 1.24
3 S -0.57
4 C -0.53
5 C -0.18
6 C -0.21
7 C -0.47
8 H 0.26
9 H 0.26
10 H 0.26
11 H 0.24
12 H 0.22
13 H 0.22
14 H 0.25



## b
Formula: C5H7PS
Source: the OMol25 dataset
Level of theory: ωB97M-V/def2-TZVPD

Element x y z (Å)
C1 0.551 -1.983 1.083
C2 0.333 -0.802 0.481
C3 0.790 -0.578 -0.853
C4 0.790 0.662 -1.278
P1 -0.177 1.825 -0.198
S1 -1.809 1.939 -1.471
C5 -0.533 0.319 0.965
H1 0.236 -2.366 2.002
H2 1.311 -2.573 0.529
H3 1.458 -1.332 -1.147
H4 0.919 1.020 -2.231
H5 -2.133 3.136 -0.896
H6 -0.119 0.509 1.868
H7 -1.619 0.224 1.146

Summary:
LUMO energy = 0.50 eV
Frontier orbital gap = 8.896 eV
Highest occupied orbital energy = -8.39 eV
SMILES string = C=C1C=CP(S)C1

Charges per atom according to natural (NBO) partitioning, unit e:
1 C -0.38
2 C -0.03
3 C -0.21
4 C -0.45
5 P 0.63
6 S -0.30
7 C -0.71
8 H 0.20
9 H 0.19
10 H 0.21
11 H 0.22
12 H 0.15
13 H 0.23
14 H 0.25



Most stable: a (next structure +15.2 kcal/mol)



## a
Formula: C2H5IO
Source: the OMol25 dataset
Level of theory: ωB97M-V/def2-TZVPD

Element x y z (Å)
C1 -0.458 0.825 0.107
C2 0.405 -0.408 0.162
O1 0.981 -0.788 -1.002
I1 -0.705 -2.071 1.100
H1 -1.326 0.663 -0.533
H2 -0.805 1.097 1.101
H3 0.127 1.651 -0.298
H4 1.463 -0.158 1.070
H5 0.318 -0.810 -1.708

Summary:
LUMO energy = 0.54 eV
Frontier orbital gap = 9.890 eV
Highest occupied orbital energy = -9.35 eV

Charges per atom according to natural (NBO) partitioning, unit e:
1 C -0.69
2 C 0.07
3 O -0.70
4 I -0.02
5 H 0.21
6 H 0.24
7 H 0.23
8 H 0.20
9 H 0.47



## b
Formula: C2H5IO
Source: the OMol25 dataset
Level of theory: ωB97M-V/def2-TZVPD

Element x y z (Å)
C1 1.941 0.248 -0.420
C2 -1.878 -0.704 -0.114
O1 -1.540 -0.096 0.983
I1 -4.027 -0.636 -0.317
H1 2.916 0.115 -0.929
H2 2.087 1.179 0.131
H3 1.550 -0.587 0.281
H4 1.274 0.330 -1.216
H5 -2.324 0.151 1.599

Summary:
LUMO energy = -0.07 eV
Frontier orbital gap = 9.306 eV
Highest occupied orbital energy = -9.37 eV

Charges per atom according to natural (NBO) partitioning, unit e:
1 C -0.86
2 C 0.21
3 O -0.67
4 I -0.04
5 H 0.21
6 H 0.21
7 H 0.22
8 H 0.21
9 H 0.49



Most stable: a (next structure +40.6 kcal/mol)